## w
DFT (the ωB97M-V functional and the def2-TZVPD basis) results for an isolated molecule of C3H6N4O2.

Values from the calculation:
HOMO level: -0.348 Ha
Kohn-Sham gap: 0.2898 Eh

Last column: Löwdin charge in e.
Element x y z (Å)
1 C -0.718 1.360 -0.601  -0.21
2 C 1.116 -0.080 0.950  -0.10
3 C 1.479 -1.103 -0.074  -0.07
4 N 0.533 1.942 0.015  0.12
5 N 1.112 1.179 0.743  0.04
6 N -0.822 0.047 -0.297  -0.02
7 N -1.863 -0.622 -0.058  -0.47
8 O -2.992 -0.106 -0.244  0.01
9 O -1.653 -1.819 0.240  -0.01
10 H -1.538 1.943 -0.091  0.15
11 H -0.470 1.739 -1.600  0.14
12 H 1.133 -0.372 1.987  0.14
13 H 1.356 -0.663 -1.112  0.11
14 H 0.789 -1.945 -0.072  0.07
15 H 2.538 -1.499 0.213  0.12

***

## x
DFT (the ωB97M-V functional and the def2-TZVPD basis) results for an isolated molecule of C3H6N4O2.

Values from the calculation:
SMILES: [H]/N=C/NO/C(=N/[H])NC=O
HOMO level: -0.363 Ha
Kohn-Sham gap: 0.3762 Eh

Last column: Löwdin charge in e.
Element x y z (Å)
1 C -0.843 1.186 -1.956  -0.28
2 C 0.597 -0.002 0.461  -0.51
3 C 0.305 -1.374 2.613  -0.31
4 H -2.100 0.719 -3.350  0.01
5 H -1.665 1.595 -1.410  0.11
6 H 1.041 0.396 -1.625  0.12
7 H 1.361 -1.645 0.146  0.08
8 H -0.388 0.437 2.102  0.15
9 H -0.540 -1.267 3.315  0.13
10 N -1.149 0.708 -3.123  0.09
11 N 0.445 1.267 -1.428  0.04
12 N 1.273 -0.738 -0.297  0.17
13 N 0.301 -0.253 1.771  0.13
14 O 0.293 1.245 0.027  -0.02
15 O 1.069 -2.273 2.754  0.09

***

x comes first in stability; the runner-up is 489.7 kJ/mol higher.

***

## w
DFT (the ωB97M-V functional and the def2-TZVPD basis) results for a structure of composition C8H30B2O31.

Values from the calculation:
HOMO level: -0.212 Ha
Charge: -2
Kohn-Sham gap: 0.3333 Eh

Last column: Löwdin charge in e.
Element x y z (Å)
1 O 0.666 2.369 1.541  0.09
2 C 0.603 1.564 0.567  -0.38
3 O 0.719 0.319 0.751  0.20
4 B 0.428 -0.383 -0.504  -0.69
5 O -0.097 0.723 -1.358  0.30
6 C 0.067 1.746 -0.710  -0.40
7 O -0.351 2.854 -1.128  0.10
8 O -0.621 -1.371 -0.236  0.31
9 C -0.170 -2.516 -0.595  -0.34
10 O -0.900 -3.527 -0.655  0.12
11 C 1.142 -2.375 -1.122  -0.40
12 O 1.589 -1.189 -1.128  0.25
13 O 1.901 -3.346 -1.174  0.11
14 O -4.422 2.994 2.513  0.15
15 C -3.575 2.159 2.245  -0.43
16 O -3.600 1.075 2.951  0.25
17 B -2.708 0.094 2.182  -0.69
18 O -2.504 0.842 0.906  0.32
19 C -2.905 1.964 1.020  -0.45
20 O -2.853 2.866 0.112  0.10
21 O -3.335 -1.292 1.948  0.34
22 C -2.589 -2.047 2.477  -0.57
23 O -2.767 -3.232 2.601  0.15
24 C -1.359 -1.400 2.952  -0.36
25 O -1.432 -0.135 2.774  0.24
26 O -0.229 -1.867 3.145  0.13
27 O -0.945 -0.272 -3.951  -0.12
28 H -0.291 -0.979 -4.299  0.07
29 H -0.613 0.216 -3.109  0.05
30 O 0.877 0.148 3.926  0.03
31 H 0.108 0.160 3.434  -0.04
32 H 1.014 -0.397 4.603  -0.02
33 O -2.536 5.673 -0.083  -0.10
34 H -2.477 4.768 -0.301  -0.04
35 H -2.140 5.862 0.900  0.13
36 O -1.237 -6.158 0.177  -0.08
37 H -0.530 -5.834 0.700  0.00
38 H -1.646 -5.433 -0.384  0.03
39 O -2.117 3.511 -3.018  -0.10
40 H -1.446 3.242 -2.316  0.00
41 H -1.681 3.735 -3.844  0.01
42 O 2.803 3.064 0.427  -0.09
43 H 2.764 2.188 0.780  -0.04
44 H 2.262 3.679 1.081  0.08
45 O -3.434 -3.472 -2.173  -0.10
46 H -2.525 -3.079 -1.997  0.04
47 H -3.430 -4.202 -1.507  0.04
48 O 2.218 -4.631 -3.734  0.00
49 H 2.559 -4.004 -3.166  -0.06
50 H 2.116 -4.044 -4.430  0.00
51 O 2.692 0.388 1.452  0.02
52 H 3.247 -0.038 1.983  0.00
53 H 1.791 0.585 1.808  0.05
54 O -0.610 4.797 1.821  -0.09
55 H -0.325 3.824 1.719  0.06
56 H -0.175 5.024 1.009  -0.03
57 O 1.721 -6.098 -1.344  -0.01
58 H 1.409 -5.265 -1.642  -0.03
59 H 1.445 -6.569 -2.053  -0.03
60 O 0.103 5.515 -0.591  -0.03
61 H -0.828 5.820 -0.558  0.02
62 H 0.175 4.687 -0.951  -0.04
63 O 3.507 -2.479 -2.506  -0.14
64 H 3.923 -1.823 -3.193  0.12
65 H 2.769 -1.904 -2.023  0.08
66 O 5.062 -4.408 -1.238  -0.05
67 H 4.548 -3.671 -1.429  -0.07
68 H 4.629 -4.610 -0.386  0.05
69 O 1.582 5.263 2.452  0.05
70 H 0.841 5.006 2.559  -0.21
71 H 2.119 5.305 3.294  0.10

***

## x
DFT (the ωB97M-V functional and the def2-TZVPD basis) results for a cluster of 17 separate species, C8H30B2O31 in total.

Values from the calculation:
HOMO level: -0.203 Ha
Charge: -2
Kohn-Sham gap: 0.3297 Eh

Last column: Löwdin charge in e.
Element x y z (Å)
1 O -1.063 -4.078 1.651  0.13
2 C -0.890 -3.039 1.023  -0.32
3 O -1.704 -2.000 1.023  0.21
4 B -1.022 -0.892 0.348  -0.87
5 O 0.056 -1.518 -0.470  0.26
6 C 0.178 -2.728 -0.042  -0.33
7 O 1.089 -3.542 -0.334  0.10
8 O -0.439 0.061 1.303  0.24
9 C -0.830 1.329 1.065  -0.27
10 O -0.479 2.383 1.575  0.12
11 C -1.938 1.210 0.015  -0.27
12 O -1.924 -0.044 -0.420  0.25
13 O -2.598 2.194 -0.388  0.09
14 O 3.936 2.361 0.888  0.07
15 C 3.318 2.405 -0.222  -0.28
16 O 2.080 2.804 -0.304  0.25
17 B 1.674 2.837 -1.708  -0.86
18 O 2.838 2.316 -2.473  0.28
19 C 3.775 2.095 -1.686  -0.41
20 O 4.864 1.554 -1.984  0.08
21 O 0.453 2.071 -2.033  0.21
22 C -0.367 2.932 -2.653  -0.30
23 O -1.488 2.586 -3.106  0.10
24 C 0.214 4.365 -2.554  -0.35
25 O 1.418 4.244 -2.038  0.25
26 O -0.386 5.379 -2.918  0.12
27 O -2.795 -2.899 3.677  -0.04
28 H -2.037 -2.828 4.258  0.04
29 H -2.420 -2.930 2.797  -0.02
30 O 2.276 1.160 2.572  -0.04
31 H 2.875 1.507 1.910  -0.04
32 H 1.782 0.480 2.115  0.01
33 O 0.816 4.801 2.094  -0.04
34 H 0.422 4.093 1.584  -0.01
35 H 0.553 5.600 1.638  0.04
36 O -4.383 -0.989 1.544  -0.03
37 H -3.685 -1.628 1.406  0.00
38 H -3.938 -0.220 1.902  0.04
39 O 1.170 -6.680 -0.413  -0.05
40 H 0.344 -6.251 -0.635  0.03
41 H 1.219 -6.627 0.541  0.03
42 O 0.521 -2.909 -3.651  -0.06
43 H 1.178 -2.730 -2.979  -0.03
44 H 0.091 -2.067 -3.798  -0.02
45 O -2.607 4.924 0.369  -0.04
46 H -3.386 5.385 0.059  0.05
47 H -2.695 4.039 0.013  -0.01
48 O 3.531 -4.956 0.248  -0.07
49 H 2.948 -5.348 -0.402  -0.02
50 H 3.250 -4.043 0.303  0.00
51 O 0.374 2.779 4.091  -0.08
52 H 1.096 3.403 4.019  0.01
53 H -0.033 2.782 3.224  -0.04
54 O -4.489 3.274 -2.241  -0.06
55 H -3.876 2.990 -1.563  -0.03
56 H -4.244 2.766 -3.014  0.02
57 O 3.423 -4.759 -2.734  -0.05
58 H 2.976 -3.992 -2.377  -0.02
59 H 4.354 -4.552 -2.655  0.03
60 O -0.360 -0.293 -3.598  -0.02
61 H -0.751 -0.401 -2.731  0.03
62 H -0.077 0.621 -3.621  0.03
63 O 2.875 -1.697 -2.078  -0.02
64 H 3.651 -1.174 -2.281  0.05
65 H 2.828 -1.695 -1.122  0.04
66 O -2.033 -6.474 3.041  -0.06
67 H -1.510 -5.682 3.169  0.00
68 H -1.834 -6.750 2.146  0.02
69 O -2.965 3.933 3.281  -0.06
70 H -2.543 4.521 3.907  0.03
71 H -2.657 4.232 2.425  -0.02

***

x comes first in stability; the runner-up is 941.1 kJ/mol higher.

***

## w
DFT (the ωB97M-V functional and the def2-TZVPD basis) results for a cluster of 2 separate species, ClNO4S in total.

Values from the calculation:
HOMO level (alpha / beta): -0.371 / -0.348 Ha
Kohn-Sham gap (alpha / beta): 0.2754 / 0.2025 Eh

Last column: Löwdin charge in e.
Element x y z (Å)
1 N 1.755 -0.420 -0.228  -0.20
2 O 2.302 0.559 -0.029  0.27
3 O 1.795 -1.476 -0.693  0.27
4 O -0.091 0.077 0.690  -0.52
5 O -1.987 1.645 0.523  -0.48
6 S -1.586 0.298 0.807  0.56
7 Cl -2.187 -0.683 -1.070  0.10

***

## x
DFT (the ωB97M-V functional and the def2-TZVPD basis) results for a cluster of 2 separate species, ClNO4S in total.

Values from the calculation:
HOMO level (alpha / beta): -0.421 / -0.421 Ha
Kohn-Sham gap (alpha / beta): 0.3449 / 0.3450 Eh

Last column: Löwdin charge in e.
Element x y z (Å)
1 N 1.370 0.965 0.977  -0.16
2 O 0.361 0.345 1.175  -0.07
3 O 2.123 0.796 0.032  -0.33
4 O -1.150 -1.633 -0.356  -0.46
5 O -2.405 0.379 -0.706  -0.42
6 S -1.869 -0.565 0.252  0.86
7 Cl 1.568 -0.286 -1.373  0.59

***

x comes first in stability; the runner-up is 71.3 kJ/mol higher.

***

## w
DFT (the ωB97M-V functional and the def2-TZVPD basis) results for a structure of composition C22H14F5N2O5RbTe.

Values from the calculation:
HOMO level: -0.072 Ha
Charge: -2
Kohn-Sham gap: 0.2094 Eh

Last column: Löwdin charge in e.
Element x y z (Å)
1 Rb -0.037 0.605 0.044  1.24
2 C -1.886 1.565 4.161  -0.16
3 C -3.265 1.247 4.086  -0.16
4 C -3.667 1.345 2.781  -0.08
5 C -2.476 1.996 0.614  -0.41
6 C -2.546 1.748 1.995  -0.24
7 C -1.444 1.875 2.901  -0.11
8 C -3.420 1.706 -1.702  -0.17
9 C -4.165 2.549 -2.569  0.03
10 C -3.915 2.525 -3.909  -0.01
11 C -2.885 1.698 -4.406  -0.16
12 C -2.516 1.643 -5.761  -0.06
13 C -1.462 0.868 -6.159  -0.11
14 C -0.758 0.086 -5.227  -0.08
15 C -1.112 0.096 -3.906  0.00
16 C -2.171 0.915 -3.456  -0.20
17 N -2.467 0.927 -2.146  0.19
18 H -1.294 1.566 5.069  0.07
19 H -3.890 0.965 4.920  0.07
20 H -4.663 1.187 2.416  0.09
21 H -0.441 2.190 2.629  0.09
22 H -4.928 3.191 -2.155  0.11
23 H -4.479 3.138 -4.602  0.11
24 H -3.068 2.241 -6.477  0.10
25 H -1.161 0.856 -7.198  0.09
26 H 0.074 -0.512 -5.573  0.10
27 H -0.614 -0.513 -3.167  0.10
28 O -2.033 -0.799 0.239  -0.20
29 C -3.256 -0.858 0.154  -0.25
30 C -4.197 0.193 0.002  -0.15
31 C -5.540 -0.102 -0.019  0.05
32 C -6.536 0.880 -0.018  -0.20
33 C -6.129 2.250 0.177  -0.03
34 C -4.841 2.597 0.130  -0.06
35 C -3.746 1.629 -0.225  -0.25
36 O -1.509 2.520 0.029  -0.20
37 N -7.861 0.544 -0.091  -0.40
38 O -8.725 1.446 -0.048  -0.05
39 O -8.192 -0.653 -0.218  -0.05
40 H -3.734 -1.865 0.212  0.12
41 H -5.859 -1.135 0.011  0.12
42 H -6.900 2.970 0.411  0.11
43 H -4.522 3.615 0.311  0.13
44 F 3.282 1.668 -0.872  -0.42
45 Te 3.100 -0.266 -0.758  1.79
46 F 3.311 -2.141 -1.203  -0.42
47 F 4.918 -0.318 -0.080  -0.43
48 F 1.626 -0.170 -2.026  -0.48
49 F 4.087 -0.112 -2.419  -0.41
50 O 2.215 -0.394 0.721  -0.74

***

## x
DFT (the ωB97M-V functional and the def2-TZVPD basis) results for a structure of composition C22H14F5N2O5RbTe.

Values from the calculation:
HOMO level: -0.051 Ha
Charge: -2
Kohn-Sham gap: 0.2002 Eh

Last column: Löwdin charge in e.
Element x y z (Å)
1 Rb 1.402 0.201 -1.642  0.98
2 C -2.680 -1.662 -4.602  -0.15
3 C -3.857 -1.103 -4.111  -0.15
4 C -3.795 -0.334 -2.962  -0.09
5 C -2.569 -0.120 -2.305  -0.24
6 C -1.345 -0.664 -2.761  -0.12
7 C -1.484 -1.436 -3.935  -0.19
8 C -2.564 0.719 -1.062  -0.21
9 C -3.773 1.321 -0.564  -0.01
10 C -3.767 2.069 0.566  -0.03
11 C -2.555 2.262 1.273  -0.17
12 C -2.446 3.015 2.462  -0.06
13 C -1.239 3.152 3.090  -0.11
14 C -0.090 2.537 2.546  -0.08
15 C -0.174 1.806 1.395  0.00
16 C -1.412 1.647 0.723  -0.21
17 N -1.433 0.906 -0.416  0.14
18 H -2.708 -2.266 -5.506  0.08
19 H -4.804 -1.261 -4.616  0.08
20 H -4.725 0.091 -2.602  0.07
21 H -0.595 -1.896 -4.370  0.06
22 H -4.701 1.183 -1.096  0.08
23 H -4.680 2.524 0.937  0.10
24 H -3.338 3.482 2.869  0.10
25 H -1.160 3.730 4.003  0.09
26 H 0.865 2.646 3.045  0.10
27 H 0.698 1.329 0.969  0.08
28 O 3.132 0.046 0.554  -0.09
29 C 3.230 -0.447 1.661  -0.25
30 C 2.684 -1.710 2.119  -0.12
31 C 2.996 -2.083 3.415  0.02
32 C 2.533 -3.270 3.955  -0.19
33 C 1.697 -4.118 3.183  -0.03
34 C 1.364 -3.779 1.915  -0.01
35 C 1.851 -2.563 1.266  -0.39
36 O 1.576 -2.306 0.092  -0.04
37 N 2.896 -3.639 5.279  -0.39
38 O 3.648 -2.906 5.923  0.00
39 O 2.504 -4.721 5.720  0.00
40 H 3.800 0.097 2.449  0.12
41 H 3.620 -1.439 4.023  0.12
42 H 1.333 -5.031 3.633  0.10
43 H 0.722 -4.411 1.315  0.11
44 F 1.647 2.239 -5.419  -0.39
45 Te 2.645 2.626 -3.880  1.72
46 F 4.004 3.021 -2.640  -0.40
47 F 2.503 4.459 -4.285  -0.41
48 F 3.154 0.804 -3.797  -0.47
49 F 4.075 2.703 -5.104  -0.40
50 O 1.317 2.550 -2.707  -0.75

***

x comes first in stability; the runner-up is 24.7 kJ/mol higher.

***

## w
DFT (the ωB97M-V functional and the def2-TZVPD basis) results for an isolated molecule of C19H28N2O3S2.

Values from the calculation:
SMILES: CSC1(C(=O)N2C[C@H]3CSC[C@@]3(C)C2)CN(C(=O)[C@@H]2CC3(CC3)CO2)C1
HOMO level: -0.322 Ha
Kohn-Sham gap: 0.3335 Eh

Last column: Löwdin charge in e.
Element x y z (Å)
1 C -2.361 3.366 0.407  -0.36
2 S -2.126 1.629 0.838  0.92
3 C -0.329 1.491 0.636  -0.57
4 C 0.105 2.070 -0.701  -0.47
5 O 0.622 3.175 -0.748  0.08
6 N -0.142 1.355 -1.820  0.00
7 C -0.789 0.058 -1.948  -0.11
8 C -1.604 0.217 -3.228  -0.27
9 C -2.953 0.927 -2.989  -0.40
10 S -2.938 2.521 -3.867  0.87
11 C -1.627 1.965 -4.978  -0.42
12 C -0.701 1.097 -4.130  -0.51
13 C 0.224 0.250 -5.000  -0.03
14 C 0.106 1.953 -3.129  -0.08
15 C 0.491 2.019 1.836  -0.08
16 N 0.732 0.628 2.240  -0.01
17 C 1.867 0.253 2.908  -0.39
18 O 2.540 1.067 3.499  0.11
19 C 2.210 -1.240 2.895  -0.22
20 C 1.012 -2.205 2.807  -0.06
21 C 1.431 -3.304 3.756  -0.43
22 C 0.601 -4.504 4.059  -0.07
23 C 1.872 -4.644 3.254  -0.07
24 C 2.234 -2.565 4.794  -0.12
25 O 2.953 -1.586 4.053  -0.06
26 C 0.143 0.066 1.019  -0.13
27 H -3.399 3.600 0.634  0.04
28 H -1.710 4.002 1.004  0.05
29 H -2.175 3.541 -0.652  0.03
30 H -0.043 -0.738 -2.058  0.13
31 H -1.413 -0.165 -1.085  0.09
32 H -1.780 -0.752 -3.699  0.15
33 H -3.777 0.315 -3.353  0.07
34 H -3.120 1.126 -1.930  0.05
35 H -2.044 1.388 -5.806  0.09
36 H -1.115 2.836 -5.390  0.09
37 H 0.886 0.883 -5.593  0.09
38 H 0.851 -0.400 -4.386  0.09
39 H -0.350 -0.378 -5.683  0.09
40 H -0.224 2.991 -3.108  0.12
41 H 1.174 1.946 -3.364  0.14
42 H 1.402 2.541 1.546  0.13
43 H -0.062 2.607 2.566  0.12
44 H 2.871 -1.383 2.029  0.16
45 H 0.101 -1.721 3.170  0.13
46 H 0.834 -2.565 1.794  0.12
47 H 0.604 -4.879 5.074  0.10
48 H -0.342 -4.614 3.541  0.10
49 H 1.778 -4.846 2.195  0.10
50 H 2.725 -5.110 3.731  0.10
51 H 1.578 -2.080 5.528  0.14
52 H 2.954 -3.190 5.321  0.13
53 H -0.654 -0.660 1.188  0.10
54 H 0.876 -0.355 0.323  0.13

***

## x
DFT (the ωB97M-V functional and the def2-TZVPD basis) results for an isolated molecule of C19H28N2O3S2.

Values from the calculation:
SMILES: Cc1ccc(S(=O)(=O)N2CCN(C(=O)CSC3CCCC3)CC2)c(C)c1
HOMO level: -0.308 Ha
Kohn-Sham gap: 0.3295 Eh

Last column: Löwdin charge in e.
Element x y z (Å)
1 C -5.922 -3.265 -0.494  -0.05
2 C -4.814 -2.296 -0.219  -0.26
3 C -5.059 -0.929 -0.213  0.01
4 C -4.062 0.000 0.061  -0.23
5 C -2.789 -0.485 0.338  -0.23
6 C -2.522 -1.842 0.339  -0.05
7 C -3.529 -2.747 0.060  -0.03
8 H -3.318 -3.806 0.063  0.11
9 H -1.519 -2.166 0.567  0.11
10 S -1.435 0.627 0.703  0.72
11 O -1.804 1.554 1.731  -0.27
12 O -0.261 -0.179 0.920  -0.29
13 N -1.345 1.471 -0.757  -0.23
14 C -0.571 0.775 -1.757  -0.16
15 H -0.815 1.209 -2.731  0.13
16 C 0.944 0.869 -1.468  -0.16
17 N 1.209 2.069 -0.708  -0.06
18 C 1.962 2.179 0.414  -0.52
19 O 2.057 3.232 1.013  0.06
20 C 2.687 0.943 0.897  -0.36
21 H 1.956 0.170 1.138  0.06
22 H 3.252 1.219 1.789  0.09
23 S 3.868 0.287 -0.329  0.92
24 C 4.405 -1.210 0.595  -0.56
25 C 5.588 -1.862 -0.132  -0.22
26 C 4.978 -3.054 -0.865  -0.20
27 H 4.487 -2.715 -1.778  0.11
28 H 5.720 -3.808 -1.124  0.11
29 C 3.939 -3.561 0.130  -0.20
30 H 4.436 -4.098 0.940  0.11
31 H 3.207 -4.227 -0.325  0.11
32 C 3.299 -2.276 0.662  -0.21
33 H 2.912 -2.397 1.673  0.11
34 H 2.467 -1.988 0.018  0.09
35 H 6.320 -2.209 0.599  0.11
36 H 6.078 -1.160 -0.805  0.09
37 H 4.692 -0.850 1.584  0.10
38 C 0.385 3.191 -1.097  -0.11
39 C -1.069 2.896 -0.693  -0.15
40 H -1.767 3.424 -1.353  0.12
41 H -1.253 3.200 0.338  0.12
42 H 0.756 4.080 -0.587  0.13
43 H 0.470 3.327 -2.180  0.13
44 H 1.253 -0.002 -0.898  0.07
45 H 1.510 0.896 -2.408  0.13
46 H -0.892 -0.268 -1.751  0.12
47 C -4.348 1.464 0.045  -0.04
48 H -5.418 1.649 0.094  0.08
49 H -3.957 1.905 -0.871  0.08
50 H -3.853 1.950 0.882  0.07
51 H -6.057 -0.574 -0.427  0.12
52 H -5.535 -4.192 -0.908  0.08
53 H -6.647 -2.841 -1.184  0.08
54 H -6.442 -3.502 0.435  0.09

***

x comes first in stability; the runner-up is 92.4 kJ/mol higher.